one:
Density functional theory data (the ωB97M-V functional and the def2-TZVPD basis) for a cluster of 2 separate species, C4H12 in total.

Values from the calculation:
LUMO level (eV): 1.129
SMILES: CC.CC
Molar mass (g/mol): 60.140

```
! wB97M-V def2-TZVPD RIJCOSX def2/J DEFGRID3
* xyz 0 1
C -0.35 -1.47 -0.49
C 0.21 -2.67 0.30
H -1.38 -1.24 -0.25
H 0.34 -0.69 -0.20
H -0.28 -1.73 -1.54
H 0.37 -2.53 1.39
H 0.94 -3.24 -0.34
H -0.54 -3.44 0.53
C 0.70 2.36 -0.32
C -0.54 2.07 0.56
H 1.35 1.48 -0.10
H 0.48 2.10 -1.37
H 1.22 3.30 -0.25
H -1.42 2.04 -0.11
H -0.64 2.68 1.44
H -0.46 0.99 0.75
*
```


two:
Density functional theory data (the ωB97M-V functional and the def2-TZVPD basis) for a cluster of 2 separate species, C4H12 in total.

Values from the calculation:
LUMO level (eV): 1.198
SMILES: CC.CC
Molar mass (g/mol): 60.140

```
! wB97M-V def2-TZVPD RIJCOSX def2/J DEFGRID3
* xyz 0 1
C 1.91 0.33 -0.18
C 1.72 -0.92 -1.04
H 2.09 0.08 0.87
H 2.75 0.95 -0.48
H 1.05 0.99 -0.28
H 0.69 -1.27 -1.04
H 2.32 -1.76 -0.68
H 2.00 -0.73 -2.08
C -2.10 0.79 0.11
C -1.52 -0.17 1.12
H -3.04 0.45 -0.32
H -2.25 1.76 0.59
H -1.39 0.96 -0.70
H -0.66 0.26 1.62
H -1.19 -1.12 0.68
H -2.24 -0.49 1.89
*
```


Relative to the most stable one, in kcal/mol, the structures come out at one 22.2; two 0.0.


one:
Density functional theory data (the ωB97M-V functional and the def2-TZVPD basis) for a cluster of 2 separate species, C4H12 in total.

Values from the calculation:
LUMO level (eV): 1.121
SMILES: CC.CC
Molar mass (g/mol): 60.140

```
! wB97M-V def2-TZVPD RIJCOSX def2/J DEFGRID3
* xyz 0 1
C -2.66 1.19 -0.90
C -1.79 1.29 0.32
H -2.10 0.88 -1.81
H -3.47 0.51 -0.87
H -3.18 2.07 -1.11
H -0.97 1.97 0.24
H -1.35 0.32 0.49
H -2.25 1.65 1.27
C 1.51 -1.24 -0.10
C 2.80 -1.11 0.67
H 0.92 -0.29 0.01
H 1.75 -1.40 -1.14
H 0.78 -2.01 0.20
H 3.30 -2.15 0.75
H 2.95 -0.97 1.71
H 3.76 -0.70 0.27
*
```


two:
Density functional theory data (the ωB97M-V functional and the def2-TZVPD basis) for a cluster of 2 separate species, C4H12 in total.

Values from the calculation:
LUMO level (eV): 1.124
SMILES: CC.CC
Molar mass (g/mol): 60.140

```
! wB97M-V def2-TZVPD RIJCOSX def2/J DEFGRID3
* xyz 0 1
C 1.63 0.66 -0.50
C 2.43 -0.47 0.07
H 1.40 1.36 0.23
H 2.33 1.35 -1.13
H 0.77 0.38 -1.06
H 3.48 -0.06 0.38
H 1.85 -0.89 0.95
H 2.85 -1.26 -0.62
C -1.78 0.53 0.41
C -2.43 -0.75 0.01
H -1.76 0.58 1.52
H -0.69 0.58 0.09
H -2.09 1.53 -0.05
H -2.42 -1.56 0.74
H -2.13 -1.27 -0.87
H -3.45 -0.70 -0.18
*
```


Relative to the most stable one, in kcal/mol, the structures come out at one 0.0; two 3.2.